Computed, not measured: C29H29Br60NO3 as an isolated structure at a distorted geometry, with ωB97M-V with the def2-TZVPD basis set.

Positions of all 122 atoms, in Å:
C1 -7.984 5.201 -3.732
Br1 -8.051 -10.990 -0.909
C2 -2.594 1.645 -0.723
Br2 2.533 -0.765 1.734
C3 -2.686 3.143 -7.823
C4 -8.066 4.031 1.369
Br3 4.960 -0.898 8.711
H1 0.204 3.379 -10.670
H2 -8.105 3.743 2.411
Br4 5.856 -6.570 0.709
C5 -8.693 -5.062 2.881
Br5 1.039 3.540 -12.992
C6 1.594 -3.105 -3.123
C7 6.522 -2.026 8.758
C8 -8.008 -9.094 -1.252
Br6 -0.002 1.012 -11.347
Br7 -7.399 -2.134 -2.253
Br8 -3.542 1.418 -7.918
Br9 0.489 0.676 -2.536
H3 6.853 -2.070 9.787
Br10 -7.597 5.927 -5.475
C9 -1.381 -0.309 -1.141
C10 -3.440 0.826 -4.155
O1 -1.199 -1.418 -1.531
Br11 -4.831 1.353 3.752
C11 -1.173 1.710 -0.242
Br12 5.741 -1.903 4.784
H4 -3.749 -1.203 -2.224
Br13 -2.030 6.174 3.207
Br14 3.236 -3.215 -2.127
Br15 14.728 1.037 5.952
Br16 -6.208 4.047 0.848
Br17 -3.441 9.368 -3.615
H5 2.238 2.421 -2.348
Br18 -7.673 -3.946 4.077
H6 -0.083 4.716 3.657
H7 -3.324 3.783 -7.227
Br19 -6.376 4.927 -2.704
C12 -4.277 0.702 -3.062
Br20 1.860 -2.374 -4.885
Br21 8.829 -2.315 -3.618
H8 -4.531 2.460 -1.224
Br22 2.502 -7.694 -1.066
H9 13.696 0.967 8.198
C13 -2.693 0.418 -1.243
Br23 -10.086 -1.286 -0.751
Br24 9.356 -2.147 11.299
Br25 6.124 -3.831 8.211
H10 -4.009 2.678 0.441
Br26 1.166 -5.280 0.533
Br27 0.668 -4.794 -3.176
C14 -3.199 4.105 -0.936
Br28 -6.258 -8.348 -0.931
N1 -4.043 5.039 -1.124
Br29 15.968 0.178 8.766
Br30 2.538 2.646 -10.318
H11 -4.773 -0.173 -1.130
Br31 3.599 0.498 -3.072
H12 -2.891 1.772 -4.262
C15 -3.658 2.677 -0.602
Br32 -0.778 7.658 -4.044
Br33 -1.951 2.080 4.945
Br34 10.866 -4.676 -2.951
Br35 -0.979 3.051 -6.931
C16 6.362 -4.711 0.630
Br36 -7.261 -0.838 0.657
Br37 -9.370 -8.157 -0.261
O2 -0.473 0.546 -0.440
C17 10.678 -2.809 -3.390
C18 7.252 -3.041 4.430
H13 -8.754 -6.042 3.335
H14 0.164 -7.365 -0.335
Br38 -2.530 3.958 -9.563
Br39 7.173 -4.254 -1.058
Br40 1.136 -8.221 1.772
H15 -2.661 7.316 -2.473
C19 14.371 0.289 7.693
C20 -3.943 -0.187 -1.844
C21 -8.283 -1.936 -0.550
Br41 -9.046 3.593 -3.842
Br42 1.820 2.548 -4.781
H16 7.970 -2.875 5.223
H17 -2.144 4.370 -1.055
Br43 0.598 5.647 1.462
H18 0.956 -2.410 -2.589
H19 7.109 -4.554 1.394
H20 1.683 1.190 0.479
Br44 11.563 -1.679 -2.103
H21 -5.225 1.258 -3.033
Br45 0.852 6.886 4.388
C22 2.302 1.114 1.364
H22 -8.226 -8.955 -2.301
C23 2.066 1.650 -3.087
Br46 6.773 -4.910 4.476
Br47 -9.036 2.703 0.372
Br48 -2.192 0.842 2.039
H23 11.169 -2.654 -4.340
H24 -8.576 5.937 -3.205
H25 -2.882 -0.095 4.227
Br49 13.476 -1.414 7.568
Br50 8.313 0.857 11.603
O3 -0.706 2.679 0.283
H26 -8.343 -2.920 -0.106
Br51 3.977 1.977 0.962
Br52 4.880 -3.549 1.036
C24 0.853 2.736 -11.250
H27 -3.352 0.069 -4.939
C25 -2.632 7.622 -3.512
Br53 -8.868 5.778 1.234
H28 10.543 -0.113 12.053
C26 -2.957 0.898 3.804
Br54 -3.635 6.314 -4.505
C27 9.832 -0.277 11.255
C28 -0.156 5.712 3.238
Br55 -10.497 -4.420 2.663
Br56 8.118 -2.576 2.771
Br57 10.712 0.195 9.607
Br58 -7.811 -5.281 1.181
C29 1.107 -7.168 0.155
H29 -4.989 4.626 -0.961
Br59 7.973 -1.275 7.735
Br60 1.361 2.000 2.795

Properties
Kohn-Sham gap: 6.68 eV
total energy: -4240713.009 eV
2S+1: 1
energy relative to the best compared isomer or geometry (same formula, charge and spin): 0.0 kcal/mol
E_HOMO: -8.14 eV

Atomic partial charges in e from the Löwdin method, atoms 1 to 4:
1 C -1.59
2 Br 0.57
3 C -0.17
4 Br 0.57

Computed, not measured: one molecule with the formula C3H7NOS, with ωB97M-V with the def2-TZVPD basis set.

Positions of all 13 atoms, in Å:
C1 0.191 0.235 -0.286
H1 -0.305 -1.671 -1.264
C2 -0.754 -0.702 -1.022
H2 -1.545 -0.996 -0.338
S1 -1.594 0.015 -2.446
N1 0.034 0.111 1.161
H3 -0.044 1.252 -0.598
H4 -0.824 0.506 1.524
H5 1.234 0.025 -0.510
H6 2.057 -0.090 1.561
O1 1.008 0.475 3.186
C3 1.094 0.193 2.015
H7 -0.552 0.648 -2.983

Properties
Kohn-Sham gap: 10.29 eV
total energy: -17597.247 eV
2S+1: 1
energy relative to the best compared isomer or geometry (same formula, charge and spin): 15.7 kcal/mol
E_HOMO: -9.50 eV

Atomic partial charges in e from the natural (NBO) method, atoms 1 to 4:
1 C -0.23
2 H 0.22
3 C -0.54
4 H 0.23

Computed, not measured: C11H19Cl3O2V as an isolated structure at a distorted geometry, with ωB97M-V with the def2-TZVPD basis set.

Positions of all 36 atoms, in Å:
H1 0.615 -3.133 -2.086
H2 -2.042 2.390 -0.470
C1 0.269 -1.378 -0.895
C2 -1.041 0.536 -0.872
C3 -2.211 1.429 -0.965
H3 1.463 1.238 2.020
H4 -2.136 -2.686 -0.500
C4 0.332 0.956 -0.845
H5 1.682 -2.950 -0.663
H6 -3.095 0.961 -0.510
H7 3.079 0.391 -0.377
C5 -2.303 -1.711 -0.976
H8 -3.125 -1.215 -0.440
H9 0.043 3.027 -0.407
Cl1 0.355 1.107 4.313
H10 -2.626 -1.878 -2.020
H11 -0.910 -1.975 2.624
Cl2 2.961 1.502 1.473
O1 -1.352 -1.485 1.827
C6 2.608 -0.279 -1.114
H12 -1.768 0.877 2.321
H13 0.354 2.673 2.517
H14 1.732 2.475 -0.316
O2 -1.039 1.245 1.749
Cl3 1.738 -1.536 2.009
H15 2.933 0.065 -2.114
H16 -0.012 -3.429 -0.450
C7 1.148 -0.229 -0.912
H17 0.962 2.719 -1.889
C8 0.398 1.610 2.630
C9 -1.080 -0.885 -0.874
C10 0.788 2.357 -0.859
H18 3.027 -1.277 -0.931
V1 0.067 -0.355 1.050
C11 0.666 -2.796 -1.037
H19 -2.483 1.636 -2.012

Properties
Kohn-Sham gap (spin up / spin down): 3.83 / 2.94 eV
total energy: -79064.796 eV
2S+1: 2
energy relative to the best compared isomer or geometry (same formula, charge and spin): 25.0 kcal/mol
total charge: -2
E_HOMO (spin up / spin down): 1.44 / 2.39 eV

Atomic partial charges in e from the natural (NBO) method, atoms 1 to 4:
1 H 0.17
2 H 0.21
3 C -0.10
4 C -0.08

Computed, not measured: one molecule with the formula C5H7NO5 at a distorted geometry, with ωB97M-V with the def2-TZVPD basis set.

Positions of all 18 atoms, in Å:
H1 -2.707 1.133 0.061
H2 -2.033 -0.486 0.436
O1 -1.476 1.032 2.507
H3 0.825 -2.205 2.025
O2 0.026 2.018 1.093
O3 0.422 0.104 -2.761
C1 -1.771 0.582 0.223
O4 1.496 -1.934 -1.354
H4 2.226 -1.109 1.853
N1 -0.910 0.830 -0.981
O5 0.721 -0.909 0.496
C2 1.514 -1.729 1.347
H5 -1.449 1.031 -1.805
H6 0.159 1.854 0.194
C3 -1.066 1.253 1.451
C4 0.059 -0.078 -1.640
H7 2.076 -2.492 0.838
C5 0.889 -1.032 -0.810

Properties
Kohn-Sham gap: 10.28 eV
total energy: -17025.497 eV
2S+1: 1
energy relative to the best compared isomer or geometry (same formula, charge and spin): 26.2 kcal/mol
E_HOMO: -10.53 eV

Atomic partial charges in e from the natural (NBO) method, atoms 1 to 4:
1 H 0.24
2 H 0.23
3 O -0.54
4 H 0.20

What is the formula in the fourth record? C5H7NO5

Which of these has the highest 2S+1? C11H19Cl3O2V

Number 3 is which compound? C11H19Cl3O2V

Which formula does entry 4 have? C5H7NO5